168
Properties=species:S:1:pos:R:3:forces:R:3:lowdin_charge:R:1 method="wB97M-V/def2-TZVPD" energy_ev=-81627.8753 gap_ev=9.36 lumo_ev=0.1 e_homo_ev=-9.2
C -6.854 4.625 5.945 -1.46 -0.87 -0.91 -0.1353
O -8.038 5.140 5.260 0.53 0.58 1.29 -0.1418
H -7.100 4.358 6.973 -0.46 0.31 -0.03 0.0698
H -6.705 3.666 5.448 1.02 0.02 0.14 0.0729
H -5.986 5.281 6.005 -0.09 0.11 -0.60 0.0695
H -8.016 4.989 4.312 0.46 -0.15 0.08 0.0645
C 7.389 -3.810 -5.394 0.32 1.10 0.27 -0.1427
O 7.421 -4.075 -3.939 -0.05 -0.33 -2.41 -0.1219
H 8.085 -3.005 -5.629 -0.21 0.60 0.36 0.0642
H 7.732 -4.506 -6.160 -0.06 -1.34 0.88 0.0678
H 6.394 -3.523 -5.735 -0.05 0.07 0.60 0.0719
H 8.177 -4.657 -3.830 0.06 -0.09 0.31 0.0605
C -2.665 6.081 -5.181 -1.81 0.06 -1.66 -0.1195
O -3.976 6.555 -5.641 0.26 -0.06 0.76 -0.1636
H -2.209 5.884 -6.151 1.24 0.09 0.50 0.0732
H -2.232 6.891 -4.594 0.17 -0.46 -0.07 0.0792
H -2.818 5.120 -4.691 0.42 0.24 0.57 0.0724
H -4.281 5.847 -6.214 -0.30 0.10 -0.09 0.0574
C -1.125 3.876 9.097 -0.07 0.75 0.45 -0.1894
O -0.933 2.648 8.458 -0.07 -0.62 -0.09 -0.1132
H -1.633 4.601 8.462 -0.03 0.10 -0.11 0.0744
H -1.738 3.750 9.990 -0.11 -0.35 -0.14 0.0774
H -0.194 4.315 9.458 0.25 0.07 -0.13 0.0730
H -0.470 2.790 7.629 0.05 0.06 0.02 0.0766
C -8.083 6.254 -0.669 -2.71 -0.41 0.47 -0.7415
O -8.818 5.523 -0.015 0.82 -0.44 0.60 0.0129
N -8.103 7.573 -0.490 0.40 3.39 0.50 0.1455
N -7.419 5.834 -1.737 1.75 -1.33 -1.90 0.1539
H -7.733 8.268 -1.123 0.31 -0.62 -0.13 0.0999
H -8.566 8.033 0.281 -0.20 -0.89 -0.02 0.1112
H -6.944 6.413 -2.414 -0.05 0.05 0.49 0.1050
H -7.259 4.840 -1.820 -0.27 0.25 0.00 0.1134
C 3.585 -6.594 3.655 -0.03 0.86 -1.01 -0.0771
C 3.959 -5.886 4.952 -1.93 0.89 -1.33 -0.4339
C 3.142 -4.596 5.345 -0.94 -0.17 0.36 -0.1598
O 1.770 -4.929 5.709 -0.18 0.35 -0.70 -0.2119
C 0.991 -3.764 5.991 0.89 0.61 0.79 -0.1134
N 3.658 -6.873 5.930 0.60 -0.10 1.85 0.0280
H 3.766 -5.924 2.814 0.24 -0.23 -0.32 0.0714
H 2.541 -6.891 3.555 -0.24 0.29 0.54 0.0767
H 4.123 -7.538 3.560 0.38 0.29 -0.02 0.0762
H 4.989 -5.534 4.907 0.23 -0.46 0.24 0.1352
H 3.091 -3.738 4.675 0.30 -0.25 -0.65 0.1127
H 3.603 -4.206 6.253 0.31 0.06 0.28 0.1117
H 1.118 -2.951 5.277 -0.02 -0.25 -0.61 0.0784
H 1.336 -3.308 6.919 0.30 -0.02 0.38 0.0794
H -0.076 -3.892 6.179 0.11 -0.94 -0.52 0.0864
H 3.799 -6.377 6.799 0.33 -0.44 0.89 0.0703
H 2.649 -6.917 5.930 -0.36 -0.47 -0.17 0.0696
C 0.347 -6.051 -8.802 0.59 -0.07 0.29 -0.0763
C 0.601 -6.966 -7.576 -1.57 -0.48 0.58 -0.3863
C -0.291 -6.570 -6.297 1.70 0.95 -1.18 -0.2034
O 0.120 -7.169 -5.084 -0.82 -0.13 -0.59 -0.1869
C -0.570 -6.619 -3.965 1.31 -0.93 1.17 -0.1145
N 0.281 -8.343 -7.966 0.09 -0.24 0.07 0.0149
H 0.849 -5.099 -8.631 -0.39 0.27 -0.06 0.0688
H -0.683 -5.925 -9.134 -0.27 0.15 0.68 0.0715
H 0.797 -6.468 -9.703 0.39 -0.32 0.27 0.0686
H 1.664 -6.952 -7.335 -0.05 0.26 0.19 0.1324
H -1.333 -6.789 -6.531 -0.22 -0.12 -0.02 0.1175
H -0.176 -5.495 -6.156 -0.26 0.41 -0.15 0.1127
H -0.498 -7.396 -3.203 -0.36 -0.21 0.02 0.0830
H -1.618 -6.326 -4.036 0.05 -0.03 -0.73 0.0892
H 0.033 -5.837 -3.504 -0.15 0.65 -0.38 0.0826
H -0.714 -8.464 -7.846 -0.34 -0.07 -0.30 0.0612
H 0.663 -8.991 -7.291 0.29 -0.08 0.14 0.0650
C -5.806 -4.307 1.606 -0.86 -1.64 0.48 -0.0678
C -6.510 -4.704 0.304 1.31 0.76 -0.95 -0.4446
C -7.214 -6.122 0.294 0.71 1.28 1.73 -0.1690
O -6.334 -7.188 0.755 -0.82 1.20 -1.69 -0.2054
C -6.966 -8.470 0.890 0.36 1.54 0.31 -0.0924
N -7.367 -3.595 -0.089 -0.09 -0.25 0.33 0.0220
H -5.069 -5.095 1.763 0.08 0.13 0.46 0.0733
H -6.584 -4.399 2.364 0.13 -0.06 0.58 0.0743
H -5.345 -3.331 1.759 -0.13 0.04 -0.89 0.0775
H -5.704 -4.636 -0.427 0.07 -0.84 -0.41 0.1230
H -7.766 -6.204 -0.643 0.68 -0.79 -0.62 0.1122
H -8.037 -5.983 0.994 -0.20 -0.28 0.62 0.1095
H -7.660 -8.330 1.718 -0.15 -0.74 0.20 0.0835
H -6.120 -9.121 1.111 -0.49 -0.33 0.08 0.0895
H -7.521 -8.772 0.002 0.16 -0.08 -0.16 0.0819
H -7.966 -3.785 -0.880 -0.23 0.04 0.19 0.0666
H -7.851 -3.236 0.722 -0.52 0.03 -0.27 0.0662
C -6.425 0.588 -6.272 -0.21 -0.74 1.70 -0.0838
C -5.594 0.252 -7.450 -0.84 1.43 -2.27 -0.4293
C -6.308 -0.807 -8.389 1.67 0.48 1.33 -0.1778
O -5.774 -1.953 -7.759 -0.59 -0.74 0.25 -0.2124
C -6.044 -3.175 -8.391 0.09 0.16 -0.39 -0.1090
N -5.345 1.544 -8.078 0.76 0.45 -1.15 0.0084
H -7.373 1.031 -6.575 -0.05 -0.06 -0.07 0.0835
H -5.926 1.290 -5.603 0.12 0.13 -0.20 0.0798
H -6.614 -0.291 -5.657 -0.29 -0.11 -0.06 0.0825
H -4.573 -0.083 -7.267 -0.39 -0.60 0.46 0.1412
H -6.054 -0.772 -9.449 0.79 0.20 -0.18 0.1130
H -7.394 -0.715 -8.434 -0.39 -0.26 0.77 0.1189
H -5.817 -4.017 -7.737 -0.22 0.22 0.27 0.0871
H -5.371 -3.276 -9.242 -0.14 -0.10 -0.45 0.0842
H -7.086 -3.174 -8.710 -0.09 -0.46 -0.13 0.0871
H -4.874 1.358 -8.952 0.34 0.25 -0.21 0.0619
H -6.140 2.105 -8.344 -0.52 -0.24 0.33 0.0657
C -1.275 1.435 0.975 1.17 -0.30 0.18 -0.0604
C -1.290 1.065 -0.516 -0.43 -0.30 -0.04 -0.4200
C -0.293 -0.053 -0.911 0.87 0.38 -1.30 -0.2040
O 1.030 0.472 -1.036 0.84 0.13 0.45 -0.2189
C 2.103 -0.351 -1.598 -1.58 0.59 1.35 -0.0691
N -2.646 0.695 -0.915 -0.42 -0.26 -0.08 0.0219
H -1.178 0.556 1.612 -0.50 -0.41 -0.12 0.0719
H -2.096 2.044 1.354 -0.12 -0.05 -0.49 0.0757
H -0.343 1.936 1.234 0.04 0.40 -0.28 0.0716
H -1.085 1.944 -1.128 0.48 0.08 0.14 0.1310
H -0.437 -0.410 -1.931 -1.14 -0.02 -0.28 0.1086
H -0.429 -0.944 -0.298 0.41 -0.03 0.66 0.1213
H 2.255 -1.163 -0.887 0.46 -0.15 -0.12 0.0805
H 2.953 0.330 -1.646 -0.01 -0.30 -0.03 0.0850
H 1.880 -0.779 -2.576 -0.26 0.18 -0.17 0.0775
H -3.120 0.070 -0.279 0.16 -0.02 0.38 0.0663
H -2.636 0.203 -1.797 0.01 0.10 -0.25 0.0610
C -1.810 7.631 0.648 -0.65 1.52 -1.11 -0.0791
C -0.466 8.035 1.214 0.22 -2.86 0.12 -0.4873
C 0.644 7.477 0.299 -0.17 -0.97 1.33 -0.2137
O 1.854 7.490 1.033 1.76 0.64 -0.85 -0.2076
C 3.073 7.035 0.336 -1.36 0.54 1.01 -0.0646
N -0.457 9.406 1.574 0.31 1.27 -0.68 0.0534
H -2.024 6.603 0.355 0.41 -0.16 0.72 0.0806
H -1.912 8.165 -0.297 -0.26 0.26 -0.34 0.0701
H -2.564 8.075 1.298 -0.23 -0.44 0.01 0.0810
H -0.443 7.422 2.114 0.70 0.15 0.40 0.1367
H 0.675 7.914 -0.698 0.24 0.40 -0.06 0.1265
H 0.392 6.419 0.218 -0.25 -0.27 -0.63 0.1167
H 3.895 7.258 1.015 -0.13 -0.23 0.09 0.0802
H 3.291 7.583 -0.581 -0.41 0.03 -0.19 0.0782
H 2.991 5.964 0.154 0.13 -0.04 -0.14 0.0806
H 0.467 9.716 1.841 0.36 -0.41 0.69 0.0745
H -0.512 9.895 0.692 -0.67 0.55 -0.37 0.0735
C 4.972 5.717 6.415 0.95 1.21 1.62 -0.0711
C 4.908 4.357 5.792 0.48 0.68 -0.70 -0.4740
C 5.478 3.218 6.598 -0.08 0.16 -1.12 -0.2240
O 6.886 3.407 6.735 -0.49 -1.55 1.32 -0.1586
C 7.321 2.442 7.719 0.92 0.37 -0.08 -0.1096
N 3.542 4.085 5.403 -0.90 0.09 -0.31 0.0329
H 4.459 5.782 7.374 -0.58 -0.21 -0.09 0.0821
H 4.715 6.610 5.845 -0.68 -0.47 -0.61 0.0762
H 5.974 6.018 6.721 0.50 -0.61 -0.14 0.0751
H 5.530 4.384 4.897 0.41 0.06 -0.17 0.1378
H 5.267 2.382 5.932 0.29 -0.70 0.10 0.1211
H 4.938 2.989 7.517 0.19 0.45 0.41 0.1285
H 6.957 2.714 8.710 -0.21 -0.02 0.03 0.0857
H 8.407 2.386 7.783 0.12 0.71 -0.23 0.0807
H 7.091 1.396 7.514 -0.79 0.04 -0.40 0.0829
H 3.266 4.884 4.850 -0.43 0.44 0.22 0.0667
H 3.474 3.366 4.696 0.29 -0.65 0.14 0.0689
C 8.978 -1.482 2.913 0.64 -1.65 1.41 -0.0807
C 9.152 -0.277 2.063 1.15 0.29 1.15 -0.5150
C 10.077 -0.563 0.929 0.44 0.55 -1.62 -0.1814
O 10.266 0.611 0.094 -1.00 0.44 0.58 -0.1902
C 10.754 0.366 -1.201 0.65 -1.99 0.15 -0.1263
N 7.874 0.013 1.593 -2.47 1.41 -1.28 0.0384
H 9.849 -1.667 3.541 0.14 -0.14 -0.05 0.0825
H 8.787 -2.396 2.351 0.30 -0.05 -0.52 0.0827
H 8.124 -1.492 3.590 -0.06 0.83 0.00 0.0835
H 9.558 0.536 2.664 -0.18 0.27 0.10 0.1497
H 9.434 -1.278 0.416 0.74 -0.59 -0.85 0.1212
H 11.070 -0.938 1.177 -0.05 -0.34 0.20 0.1340
H 10.771 1.178 -1.928 -0.18 0.49 0.81 0.0884
H 10.242 -0.465 -1.685 -0.71 -0.03 -0.09 0.0769
H 11.745 -0.075 -1.093 0.63 0.40 -0.21 0.0792
H 7.447 -0.807 1.188 -0.15 -0.44 0.23 0.0798
H 7.908 0.638 0.800 0.10 0.56 0.00 0.0778